No. 1
Formula: C29H25Cl3F10FeN6O
Source: OMol25
Level of theory: the ωB97M-V functional and the def2-TZVPD basis

LUMO level (spin up / spin down) = -0.1085 / -0.1717 hartree
HOMO-LUMO gap (spin up / spin down) = 8.0 / 5.7 eV

Geometry as ORCA input:
```
! wB97M-V def2-TZVPD RIJCOSX def2/J DEFGRID3
* xyz 1 6
Fe 9.17095 8.98761 11.81364
H 7.99906 6.98444 8.95504
H 9.10434 5.99400 12.29692
N 8.83318 8.69879 9.78453
H 6.31745 8.44926 12.98600
C 11.99903 9.71978 7.06546
H 6.40072 13.40769 10.30281
H 9.40922 11.86382 16.37765
C 9.97707 8.95084 14.69053
H 7.08719 14.05216 17.83333
O 5.04283 12.45550 15.10367
H 10.43396 13.24353 16.19079
C 6.37678 13.43328 17.22521
F 12.71878 11.42482 14.67916
C 11.15370 8.94377 16.82722
H 6.95933 11.75683 18.46731
H 5.51960 14.08784 17.02417
Cl 14.70896 9.33732 11.48979
Cl 13.91424 7.07028 13.14096
C 8.40120 13.69516 15.74345
C 11.73834 10.38679 8.26100
H 7.17610 8.38161 8.42752
C 7.68196 11.30781 13.25385
H 8.62588 5.89247 10.59361
N 7.04362 13.13837 15.91680
H 6.09280 6.82988 10.42731
C 6.33567 13.09643 12.44106
H 7.87865 11.40491 9.99765
F 11.55485 7.83359 5.79922
H 8.67190 13.65819 14.67386
H 5.63369 11.34733 17.41301
C 12.29452 8.22965 11.46629
F 9.44521 7.18131 7.32421
F 9.39261 7.51042 16.49854
H 6.28248 6.64928 13.21803
Cl 14.03776 6.80729 10.17589
N 11.16096 8.38221 11.50379
C 10.92401 9.94283 14.32425
C 7.55902 11.70131 10.97908
C 7.65390 7.94850 9.32712
C 11.88712 10.47688 15.16369
H 8.36487 6.70890 14.54035
C 13.70717 7.85362 11.55767
C 6.05497 12.15806 18.01727
C 10.71154 9.99565 9.07927
C 10.16372 8.46925 15.98152
F 12.48611 11.43686 8.60201
C 8.28629 6.06319 11.59931
H 8.07639 10.71582 14.06662
C 10.19390 8.23963 7.67670
C 6.23876 12.64380 14.91813
F 10.69380 10.58294 13.15778
N 9.05984 8.52756 13.72816
H 5.37971 12.39511 18.90199
C 12.01823 9.97251 16.44626
C 7.96216 7.65544 14.17873
C 9.50305 12.91964 16.51412
C 6.80993 12.37478 13.53205
H 9.40418 13.07790 17.58376
H 8.39950 14.72660 15.99384
C 6.76601 7.69089 10.57146
H 6.17824 8.60314 10.75087
F 10.43490 10.75692 10.16799
H 5.72936 13.95177 12.58338
C 9.80552 8.96781 8.82842
C 11.22872 8.58616 6.82419
H 7.61466 5.18188 11.78346
N 7.63517 7.40371 11.73546
N 8.03515 10.93863 12.00350
F 12.96142 10.42384 17.28184
F 13.05414 10.01070 6.29532
C 6.91587 7.51522 13.02747
H 7.47898 8.07239 15.06350
C 6.73887 12.81639 11.13945
F 11.30477 8.38340 18.02221
*
```



No. 2
Formula: C2H3N3O3
Source: OMol25
Level of theory: the ωB97M-V functional and the def2-TZVPD basis

LUMO level = -0.0061 hartree
SMILES = Nn1[nH]oc(=O)c1=O
HOMO-LUMO gap = 9.9 eV

Geometry as ORCA input:
```
! wB97M-V def2-TZVPD RIJCOSX def2/J DEFGRID3
* xyz 0 1
N -0.12257 -1.43116 0.21485
N -0.46239 -0.09881 0.04556
O 1.20648 -1.33074 -0.17983
H -2.16000 0.73435 -0.62136
H -1.75458 0.82144 1.00395
N -1.78802 0.29501 0.14985
H -0.52868 -1.95951 -0.62973
C 0.50183 0.74586 -0.05962
C 1.65602 -0.01317 -0.09340
O 2.80639 0.26471 0.29216
O 0.64552 1.97203 -0.12242
*
```



Table of energy relative to the best compared isomer or geometry (same formula, charge and spin) (eV), in record order: 0.1436 3.2241